# 1
{"formula": "C48H68F4O20", "method": "the ωB97M-V functional and the def2-TZVPD basis", "elements": ["F", "C", "C", "C", "C", "C", "C", "H", "H", "H", "H", "H", "F", "C", "C", "C", "C", "C", "C", "H", "H", "H", "H", "H", "F", "C", "C", "C", "C", "C", "C", "H", "H", "H", "H", "H", "F", "C", "C", "C", "C", "C", "C", "H", "H", "H", "H", "H", "C", "O", "C", "O", "O", "C", "H", "H", "H", "H", "H", "H", "C", "O", "C", "O", "O", "C", "H", "H", "H", "H", "H", "H", "C", "O", "C", "O", "O", "C", "H", "H", "H", "H", "H", "H", "C", "O", "C", "O", "O", "C", "H", "H", "H", "H", "H", "H", "C", "O", "C", "O", "O", "C", "H", "H", "H", "H", "H", "H", "C", "O", "C", "O", "O", "C", "H", "H", "H", "H", "H", "H", "C", "C", "O", "C", "H", "H", "H", "H", "H", "H", "C", "C", "O", "C", "H", "H", "H", "H", "H", "H"], "positions_angstrom": [[-1.03371, 1.16825, 7.13713], [-0.05304, 1.29831, 6.21987], [1.30143, 1.47571, 6.55859], [2.35310, 1.53679, 5.61133], [2.00961, 1.45677, 4.28919], [0.71410, 1.21823, 3.91441], [-0.34856, 1.15388, 4.88290], [1.62250, 1.47508, 7.58976], [3.36948, 1.49716, 5.97439], [2.77288, 1.47650, 3.52537], [0.41052, 1.10450, 2.88420], [-1.34104, 0.89612, 4.54389], [0.06991, -6.40072, 3.72768], [-0.17304, -6.33071, 2.41847], [-0.83941, -7.40364, 1.76139], [-1.16968, -7.28245, 0.44076], [-0.68332, -6.23348, -0.32264], [0.15988, -5.28424, 0.24172], [0.30452, -5.25046, 1.62912], [-1.18082, -8.30213, 2.25390], [-1.82560, -8.04075, 0.03935], [-1.01818, -6.17635, -1.34784], [0.67964, -4.55212, -0.35849], [0.96231, -4.52660, 2.08709], [6.73065, 4.37498, -0.61172], [5.79468, 4.28442, 0.34793], [4.80679, 3.29816, 0.31860], [3.78638, 3.23546, 1.31398], [3.94032, 4.06119, 2.45476], [4.88275, 5.09180, 2.40225], [5.80714, 5.20423, 1.40058], [4.80413, 2.65056, -0.54569], [3.02984, 2.46473, 1.31559], [3.29254, 3.98171, 3.31525], [4.96350, 5.70200, 3.28969], [6.47500, 6.04808, 1.30964], [-7.29283, -0.20176, 1.33462], [-6.56260, 0.43855, 0.39508], [-7.19779, 1.21398, -0.57429], [-6.47033, 1.99782, -1.44778], [-5.08280, 2.02634, -1.35447], [-4.46403, 1.26670, -0.33393], [-5.18517, 0.49209, 0.55822], [-8.26821, 1.16179, -0.70793], [-6.87208, 2.54051, -2.29069], [-4.56017, 2.60970, -2.09808], [-3.39119, 1.24649, -0.21145], [-4.70679, -0.13903, 1.29255], [-1.47221, 4.02658, -2.63938], [-0.85678, 3.00664, -3.37825], [-1.66300, 2.16924, -4.11584], [-2.88812, 2.21721, -4.19473], [-0.82309, 1.27289, -4.69457], [-1.30275, 0.27526, -5.60225], [-1.43766, 4.93470, -3.24122], [-0.80567, 4.14387, -1.78495], [-2.44753, 3.73710, -2.24817], [-0.60306, -0.55689, -5.68010], [-1.33555, 0.66365, -6.62017], [-2.23455, -0.21829, -5.32608], [5.59828, -1.32375, -0.11007], [4.65502, -1.02666, 0.88190], [3.80439, -1.90759, 1.20458], [3.65977, -3.04228, 0.72472], [2.92028, -1.39447, 2.09973], [1.84046, -2.13851, 2.61342], [6.34180, -2.04637, 0.22623], [6.05123, -0.50793, -0.67342], [5.13192, -1.95828, -0.86372], [1.97386, -2.96180, 3.31519], [1.16371, -2.44973, 1.81764], [1.28083, -1.35507, 3.12442], [2.37040, 5.18462, -1.70195], [2.39170, 3.83667, -2.13942], [2.25024, 3.64438, -3.46886], [1.81477, 4.43735, -4.30077], [2.68851, 2.35879, -3.80943], [2.72458, 1.87945, -5.14022], [2.41588, 5.14023, -0.61381], [1.46741, 5.75264, -1.92568], [3.23094, 5.71244, -2.11305], [1.77629, 2.07145, -5.64220], [2.93460, 0.81138, -5.19688], [3.46054, 2.50045, -5.65093], [-1.82373, 2.80531, 1.89124], [-1.16246, 3.79973, 2.67416], [-0.23336, 4.56942, 2.15162], [0.13900, 4.60793, 1.00063], [0.19443, 5.47835, 3.06337], [1.21316, 6.42776, 2.79922], [-2.33073, 3.27890, 1.05056], [-2.54214, 2.37526, 2.58915], [-1.11609, 2.07732, 1.49453], [2.09566, 5.85792, 2.50839], [1.41321, 7.06497, 3.66064], [0.89634, 6.95966, 1.90211], [-3.29433, -1.33779, -2.85767], [-4.08114, -2.55758, -2.72927], [-3.39920, -3.68866, -2.63176], [-2.14501, -3.80468, -2.61642], [-4.27068, -4.66187, -2.73406], [-3.92172, -6.03621, -2.70282], [-3.99412, -0.58607, -3.22280], [-2.34916, -1.47461, -3.38304], [-2.89224, -1.07465, -1.87931], [-3.65311, -6.44986, -3.67485], [-4.86130, -6.48639, -2.38250], [-3.10826, -6.22289, -2.00170], [-6.04532, -3.02771, 4.02287], [-5.24951, -1.86504, 4.29960], [-4.05329, -1.62108, 3.65291], [-3.47177, -0.54795, 3.73962], [-3.65570, -2.71931, 2.99678], [-2.42308, -2.70538, 2.33604], [-6.90064, -3.13800, 4.68949], [-5.40420, -3.90743, 4.07890], [-6.36939, -2.93840, 2.98599], [-2.41091, -3.52671, 1.61953], [-1.62235, -2.83791, 3.06361], [-2.24170, -1.79404, 1.76625], [3.44660, -2.34429, -4.60276], [4.07160, -3.45951, -3.77592], [5.03101, -4.14779, -4.15762], [3.30733, -3.74653, -2.45080], [2.90870, -2.66842, -5.49365], [4.25417, -1.66467, -4.87485], [2.75778, -1.82176, -3.93898], [3.69195, -4.63092, -1.94284], [2.25053, -3.91401, -2.65871], [3.33252, -2.88902, -1.77840], [1.26645, 1.14852, -0.60827], [0.30443, -0.00962, -0.51273], [-0.73941, 0.01984, 0.13782], [0.77011, -1.37598, -1.08130], [0.64018, 2.04012, -0.63874], [1.97800, 1.03959, -1.42676], [1.80594, 1.08015, 0.33640], [-0.12227, -1.93115, -1.37032], [1.24933, -1.85120, -0.22537], [1.46918, -1.07920, -1.86318]], "orbital_gap_ev": 9.461, "total_charge": 0, "smiles": "COC(=O)OC.COC(=O)OC.COC(=O)OC.COC(=O)OC.COC(=O)OC.COC(=O)OC.Fc1ccccc1.Fc1ccccc1.Fc1ccccc1.Fc1ccccc1.CC(C)=O.CC(C)=O", "e_homo_ev": -9.14}


# 2
{"formula": "C48H68N2P2W", "method": "the ωB97M-V functional and the def2-TZVPD basis", "elements": ["W", "C", "C", "C", "P", "C", "C", "C", "C", "C", "C", "C", "C", "C", "C", "N", "C", "C", "C", "C", "C", "C", "C", "P", "C", "C", "C", "C", "C", "C", "H", "H", "H", "H", "H", "H", "H", "H", "H", "H", "H", "H", "H", "H", "H", "H", "H", "H", "H", "H", "H", "H", "H", "H", "H", "H", "H", "H", "H", "H", "H", "H", "H", "H", "H", "H", "H", "H", "H", "H", "C", "C", "C", "C", "C", "N", "H", "H", "H", "H", "H", "H", "H", "H", "H", "C", "C", "C", "C", "C", "C", "C", "H", "H", "H", "H", "H", "H", "H", "C", "C", "C", "C", "C", "C", "C", "C", "C", "C", "H", "H", "H", "H", "H", "H", "H", "H", "H", "H", "H", "H"], "positions_angstrom": [[0.43018, -0.00444, 0.01554], [-3.12748, -1.62141, 0.48710], [-2.20301, -2.58112, 1.22898], [-2.82994, -2.96331, 2.56936], [-0.51568, -1.82999, 1.37931], [0.67032, -3.18456, 1.85689], [0.03846, -4.44270, 2.45508], [1.57053, -3.56728, 0.67909], [-0.58440, -0.76812, 2.88852], [-0.36989, -1.24473, 4.18058], [-0.22457, -0.38567, 5.26175], [-0.01689, -0.91401, 6.65646], [-0.26309, 0.98685, 5.01501], [-0.46400, 1.48097, 3.73839], [-0.65017, 0.61360, 2.66276], [-0.78935, 1.05558, 1.31806], [-1.96618, 1.75006, 0.96095], [-2.79832, 2.37699, 1.89086], [-3.93991, 3.05237, 1.48553], [-4.30106, 3.14317, 0.14919], [-5.54532, 3.86841, -0.28986], [-3.48120, 2.50251, -0.77211], [-2.34462, 1.79654, -0.39393], [-1.25667, 0.90906, -1.54858], [-0.39592, 2.28437, -2.43033], [0.44204, 3.03854, -1.39553], [-1.29293, 3.24754, -3.20058], [-2.19784, -0.08047, -2.79527], [-1.45826, -0.08452, -4.12707], [-3.68198, 0.20501, -2.98395], [-4.10210, -2.09152, 0.33728], [-2.72192, -1.36301, -0.48514], [-3.27936, -0.70022, 1.05773], [-2.06505, -3.47768, 0.61651], [-2.96670, -2.08041, 3.19532], [-2.25200, -3.69663, 3.13093], [-3.81630, -3.39394, 2.38303], [1.28589, -2.69867, 2.61810], [-0.67400, -4.89690, 1.76445], [-0.46914, -4.26321, 3.40219], [0.82425, -5.17854, 2.63887], [0.99472, -4.01649, -0.13228], [2.30331, -4.30747, 1.01314], [2.10668, -2.70359, 0.28707], [-0.30947, -2.31297, 4.35565], [0.14882, -1.99139, 6.64940], [-0.88717, -0.71562, 7.28499], [0.84325, -0.44121, 7.13537], [-0.12015, 1.67986, 5.83802], [-0.45251, 2.54906, 3.55797], [-2.56786, 2.33911, 2.94540], [-4.55984, 3.52744, 2.23878], [-5.85019, 4.61032, 0.44838], [-6.37866, 3.17541, -0.42560], [-5.38920, 4.38125, -1.23966], [-3.74997, 2.54739, -1.81944], [0.27874, 1.77616, -3.12549], [-0.19526, 3.51615, -0.64705], [1.03761, 3.81720, -1.87967], [1.15196, 2.37929, -0.87604], [-1.89799, 3.84392, -2.51501], [-1.96379, 2.73200, -3.88900], [-0.67877, 3.93516, -3.78774], [-2.09336, -1.09585, -2.41677], [-1.48728, 0.88890, -4.62491], [-1.92330, -0.82456, -4.78250], [-0.42226, -0.37899, -3.99200], [-3.86082, 1.17813, -3.45053], [-4.23983, 0.16009, -2.04733], [-4.07687, -0.56091, -3.65505], [5.09204, -0.13270, 2.88448], [3.69957, -0.15794, 3.52658], [3.48860, 1.07076, 4.42051], [3.50056, -1.44844, 4.33425], [2.69690, -0.12436, 2.44779], [1.91610, -0.10325, 1.60814], [5.84559, -0.16127, 3.67280], [5.23801, 0.77509, 2.29801], [5.23962, -0.99475, 2.23288], [4.23105, 1.05845, 5.22031], [2.49231, 1.05904, 4.86266], [3.60541, 1.99421, 3.85226], [4.23375, -1.47929, 5.14219], [3.64186, -2.32967, 3.70631], [2.50041, -1.48297, 4.76746], [-0.25361, -3.29535, -2.07758], [-1.00721, -3.31127, -3.24596], [-0.41218, -3.44533, -4.54362], [-1.14526, -3.33879, -5.70438], [-2.52278, -3.09711, -5.68654], [-3.14444, -3.02803, -4.43842], [-2.43070, -3.14364, -3.26277], [-0.69822, -3.21720, -1.08928], [0.81953, -3.46743, -2.08321], [0.65663, -3.63664, -4.60061], [-0.63669, -3.44092, -6.65900], [-3.09111, -3.01448, -6.60338], [-4.22109, -2.88989, -4.38713], [-2.95718, -3.10104, -2.31275], [3.80547, -1.55874, -1.93812], [3.01398, -0.24743, -2.11753], [3.88272, 0.90040, -1.59381], [1.79023, -0.30872, -1.25713], [2.62276, -0.07522, -3.58761], [1.92814, -1.09995, -4.22926], [1.55973, -0.99025, -5.56090], [1.87036, 0.15674, -6.27874], [2.54802, 1.18968, -5.64996], [2.92237, 1.07412, -4.31521], [4.08789, -1.68361, -0.88986], [4.71361, -1.53358, -2.54424], [3.21729, -2.42579, -2.23635], [4.11940, 0.71385, -0.54392], [3.36725, 1.86033, -1.65248], [4.81825, 0.97060, -2.15342], [1.17587, -1.29032, -1.34864], [1.62053, -1.97893, -3.67673], [0.99338, -1.79236, -6.01771], [1.57640, 0.24678, -7.31688], [2.79202, 2.09294, -6.19602], [3.45607, 1.89440, -3.85297]], "orbital_gap_ev": [4.415, 4.414], "total_charge": 0, "e_homo_ev": [-4.49, -4.49]}


| no. | E (Eh) |
| --- | --- |
| 1 | -3774.002374 |
| 2 | -2729.053107 |